(1)
Here is C52H130CrN9O18 as an isolated structure from OMol25. Energies are from ωB97M-V with the def2-TZVPD basis set.

Values from the calculation:
HOMO level (alpha / beta) in eV: -9.28 / -9.28
M in g/mol: 1221.7
Frontier orbital gap (alpha / beta) in eV: 6.8 / 6.5
<S²>: 6.012
Net charge: +1
Multiplicity: 5
LUMO energy (alpha / beta) in eV: -2.49 / -2.78

Each line ends with the Mulliken charge.
Cartesian coordinates (Å):
Cr -0.4292 3.1071 -0.1033  -0.10
C -0.3875 -0.8412 1.0590  0.32
C -0.3712 0.5810 0.5400  1.28
O 0.5063 1.3839 0.8812  -0.73
O -1.3167 1.0100 -0.2065  -0.40
H -0.4264 -1.5818 0.2618  -0.08
H -1.1679 -0.9074 1.8149  -0.27
H 0.5879 -1.0081 1.5224  -0.18
C 7.7433 -0.8323 0.6369  -1.65
C 6.8623 -2.0749 0.4774  0.51
C 5.3713 -1.7432 0.5324  -0.08
O 4.9808 -1.2746 1.8214  -0.51
C 3.6206 -0.8903 1.8284  -0.45
N 7.1758 -2.6580 -0.8500  -0.64
H 7.7996 -0.1910 -0.2454  0.40
H 8.7738 -1.1341 0.8319  0.46
H 7.3390 -0.2280 1.4495  0.33
H 7.0775 -2.8279 1.2402  0.31
H 4.7645 -2.6235 0.2797  0.17
H 5.0978 -1.0284 -0.2554  0.06
H 3.3874 -0.3696 2.7575  0.19
H 2.9532 -1.7570 1.7864  0.55
H 3.3629 -0.1829 1.0328  0.05
H 8.1524 -2.4632 -1.0392  0.24
H 7.1302 -3.6669 -0.7368  0.24
C 2.9282 4.9449 -1.6594  -1.65
C 2.9484 3.6669 -0.8223  0.42
C 4.3372 3.5905 -0.2177  -1.26
O 4.3877 2.3845 0.5584  0.00
C 5.6255 2.2686 1.2375  -0.77
N 1.8971 3.7092 0.1967  1.48
H 2.0422 5.0414 -2.2906  0.29
H 3.7742 4.8982 -2.3500  0.51
H 3.0344 5.8682 -1.0876  0.26
H 2.8331 2.8161 -1.4961  0.34
H 4.5918 4.4351 0.4278  0.30
H 5.0427 3.4187 -1.0355  0.55
H 6.4903 2.4116 0.5864  0.49
H 5.7036 1.2552 1.6338  0.02
H 5.6597 2.9330 2.1044  0.23
H 1.9321 4.5422 0.7758  -0.17
H 2.1743 2.9221 0.7922  -0.56
C -5.9056 -4.7407 -6.5227  -0.68
O -4.8459 -5.6735 -6.3818  -0.39
C -3.9112 -5.3918 -5.3741  0.56
C -2.6089 -6.1320 -5.7211  -1.23
N -1.5198 -5.9078 -4.7688  -0.22
C -1.7539 -6.6056 -3.5050  -0.58
C -0.5903 -6.4180 -2.5321  -0.78
O -0.7704 -5.2707 -1.6931  -0.04
C 0.3279 -5.1624 -0.8198  -0.36
H -6.5459 -4.8526 -5.6415  0.30
H -6.4730 -5.0115 -7.4074  0.26
H -5.5140 -3.7237 -6.5881  0.26
H -4.3394 -5.8045 -4.4490  0.24
H -3.6823 -4.3242 -5.3055  -0.16
H -2.2833 -5.8568 -6.7289  0.31
H -2.8191 -7.1975 -5.8506  0.42
H -1.4354 -4.8927 -4.6342  0.12
H -1.8338 -7.6691 -3.7292  0.55
H -2.6598 -6.2498 -2.9995  0.21
H 0.3349 -6.2839 -3.1008  0.17
H -0.5634 -7.2892 -1.8694  0.51
H 0.5240 -6.0864 -0.2617  0.50
H 0.1425 -4.3312 -0.1426  -0.02
H 1.2844 -5.0108 -1.3365  -0.02
C -3.5123 0.7067 -3.6389  0.33
O -3.2287 -0.6583 -3.6999  -0.47
C -1.9668 -0.9602 -3.1154  0.56
C -1.7319 -2.4723 -3.1293  -1.37
N -1.5818 -2.9607 -4.4985  0.22
C -0.2020 -2.7174 -4.9733  -0.13
C -0.1369 -2.8916 -6.4811  -0.88
O -1.0034 -1.9214 -7.0271  -0.27
C -0.9143 -1.8060 -8.4187  -0.83
H -2.6729 1.3738 -3.8861  0.28
H -3.7762 0.9441 -2.5989  -0.74
H -4.2923 1.0055 -4.3384  0.41
H -2.0799 -0.5927 -2.0866  -0.31
H -1.0656 -0.5068 -3.5396  0.73
H -2.5923 -2.9850 -2.6911  0.41
H -0.8705 -2.6592 -2.4882  -0.10
H -2.1756 -2.4216 -5.1251  0.44
H 0.4000 -3.4100 -4.3793  0.01
H 0.1628 -1.7059 -4.7540  0.40
H -0.3909 -3.9128 -6.7784  0.31
H 0.9012 -2.6857 -6.7690  0.50
H -1.6425 -1.0782 -8.7772  0.25
H -1.1157 -2.7555 -8.9238  0.32
H 0.0396 -1.4273 -8.8055  0.31
C -4.3065 1.3466 2.7354  0.16
O -3.6035 1.8526 3.8656  0.06
C -4.2433 2.9884 4.4400  -0.52
C -3.5894 3.3839 5.7517  -0.64
N -2.3171 4.1215 5.4492  0.20
C -1.7319 4.6769 6.6912  -1.06
C -1.1331 3.6559 7.6422  -0.58
O -0.0966 2.9759 6.9499  -0.01
C 0.4716 1.9322 7.7018  -0.96
H -3.6978 0.5265 2.3595  -0.39
H -4.4978 2.1011 1.9724  -0.30
H -5.2778 0.9863 3.0885  0.75
H -5.2801 2.6877 4.6238  0.67
H -4.1581 3.8371 3.7542  -0.03
H -3.2792 2.4657 6.2594  0.11
H -4.2813 3.9868 6.3362  0.61
H -1.7049 3.3194 5.2930  -0.47
H -2.4820 5.3007 7.1893  0.54
H -1.0098 5.4618 6.4475  0.34
H -1.8442 2.8896 7.9677  0.42
H -0.6837 4.1645 8.5041  0.44
H 0.9969 2.4110 8.5398  0.40
H 1.2314 1.4171 7.1153  0.19
H -0.1951 1.1427 8.0635  0.33
C 3.1556 4.9199 5.7231  -0.40
O 3.0451 3.5187 5.8338  -0.23
C 3.5640 2.8198 4.7263  -1.07
C 2.5465 2.8325 3.5652  0.92
N 1.1609 2.5711 3.9957  1.26
C 0.9704 1.1272 4.2028  -0.31
C -0.5202 0.8580 4.2945  2.17
O -0.7573 -0.3518 4.9718  -0.62
C -2.1092 -0.7116 5.0836  0.11
H 4.1791 5.2849 5.6068  0.34
H 2.6880 5.4648 6.5410  0.36
H 2.5816 5.2487 4.8456  -0.10
H 3.6735 1.7952 5.0818  0.28
H 4.5007 3.2064 4.3215  0.48
H 2.7921 2.1547 2.7463  -0.37
H 2.5172 3.8398 3.1342  -0.55
H 1.1821 2.9093 4.9624  -0.14
H 1.4585 0.8261 5.1359  0.32
H 1.3659 0.5004 3.4025  -1.03
H -0.9206 0.8348 3.2726  -1.44
H -1.0371 1.6221 4.8824  -0.29
H -2.6347 -0.0138 5.7437  0.07
H -2.2011 -1.6874 5.5633  0.48
H -2.5453 -0.8083 4.0840  -0.46
C -3.7914 -3.1510 2.4715  -0.85
O -4.1281 -2.0011 1.6953  -0.28
C -3.9109 -2.2843 0.3185  -1.06
C -4.0607 -0.9810 -0.4507  0.72
N -5.4032 -0.4417 -0.2721  -0.41
C -5.5438 0.8552 -0.9175  0.80
C -6.7559 1.6072 -0.4336  -1.45
O -6.5525 2.0328 0.9035  -0.12
C -7.5441 2.9049 1.3694  -0.96
H -3.6717 -2.7826 3.4936  0.22
H -2.8770 -3.6743 2.1913  0.32
H -4.6291 -3.8520 2.5068  0.36
H -4.6108 -2.9852 -0.1476  0.56
H -2.8827 -2.6267 0.1583  0.09
H -3.8014 -1.1368 -1.5016  0.50
H -3.2943 -0.2746 -0.0879  -0.50
H -5.5898 -0.3596 0.7211  0.36
H -5.5299 0.6945 -1.9993  0.65
H -4.6181 1.4292 -0.7242  -1.08
H -7.6453 0.9768 -0.5297  0.51
H -6.9149 2.4883 -1.0666  0.50
H -8.4354 2.3735 1.7156  0.31
H -7.8340 3.6936 0.6676  0.37
H -7.1769 3.4480 2.2448  0.23
C 6.6372 -6.9281 -4.6476  -0.83
O 5.4219 -6.2618 -4.7680  -0.24
C 5.4195 -5.2056 -5.7184  -0.81
C 4.1358 -4.3915 -5.6112  -0.58
N 4.0330 -3.5593 -4.4228  -0.44
C 3.7932 -4.3152 -3.1889  -0.78
C 3.4370 -3.2736 -2.1281  -0.49
O 2.4369 -2.3935 -2.5843  -0.15
C 2.3036 -1.2571 -1.7778  -0.66
H 6.5964 -7.5305 -3.7363  0.25
H 7.5149 -6.2804 -4.5334  0.33
H 6.8655 -7.6465 -5.4458  0.32
H 5.4245 -5.6947 -6.6991  0.43
H 6.2821 -4.5461 -5.5896  0.37
H 3.2579 -5.0588 -5.6529  0.35
H 4.0264 -3.8477 -6.5531  0.47
H 3.2385 -2.9458 -4.5613  0.19
H 4.7178 -4.8513 -2.9872  0.53
H 2.9862 -5.0608 -3.2479  0.09
H 4.3191 -2.6468 -1.9304  0.35
H 3.1661 -3.7329 -1.1679  0.41
H 2.0750 -1.5054 -0.7345  0.20
H 1.4722 -0.6818 -2.1921  0.22
H 3.2002 -0.6270 -1.8351  0.43
C -3.6132 3.6783 -0.9667  -0.70
O -2.5627 3.6020 -0.0054  0.07
C -2.8992 4.1584 1.2677  -0.43
C -1.7653 3.8323 2.2138  0.67
N -0.4909 4.3941 1.7477  1.86
C -0.4895 5.8696 1.8799  -0.82
C 0.8090 6.5622 1.5686  -1.02
O 1.8556 6.0247 2.3546  -0.34
C 3.0418 6.7784 2.2123  -0.86
H -3.4006 2.9273 -1.7264  -0.17
H -3.7923 4.6649 -1.3878  0.38
H -4.5300 3.2819 -0.5205  0.15
H -3.8599 3.7747 1.6236  -0.25
H -3.1180 5.2309 1.1961  0.44
H -1.7155 2.7511 2.3729  -0.85
H -2.0591 4.1860 3.2116  0.67
H 0.1752 4.0738 2.4637  -0.92
H -0.7611 6.0844 2.9231  0.34
H -1.2984 6.3779 1.3531  0.53
H 0.7097 7.6414 1.7108  0.67
H 1.0642 6.4248 0.5078  0.21
H 2.8134 7.8448 2.3227  0.49
H 3.5144 6.6604 1.2318  0.15
H 3.7719 6.5517 2.9864  0.20

---

(2)
Here is C18H29CeN2O6P2 as an isolated structure from OMol25. Energies are from ωB97M-V with the def2-TZVPD basis set.

Values from the calculation:
HOMO level (alpha / beta) in eV: -3.75 / -6.22
M in g/mol: 571.5
Frontier orbital gap (alpha / beta) in eV: 2.8 / 5.2
<S²>: 1.078
Multiplicity: 2
LUMO energy (alpha / beta) in eV: -0.97 / -1.00

Each line ends with the Mulliken charge.
Cartesian coordinates (Å):
C -0.2011 2.1050 -4.5240  -0.92
C -0.3391 1.7364 -3.1855  0.78
N 0.6172 1.0405 -2.5177  0.22
C 1.7603 0.7289 -3.1888  0.59
C 1.9453 1.0776 -4.5318  -0.82
C 0.9536 1.7745 -5.2168  -0.53
C -1.7195 1.9595 -2.5978  -1.41
P -2.0537 2.0649 -0.7869  1.08
Ce -0.0640 -0.1646 -0.2165  0.24
P 2.4588 -1.0826 -1.0610  0.96
C 2.8979 -0.0429 -2.5084  -1.20
O -3.2509 -0.8868 -3.2713  -0.65
O -0.7490 -1.7705 -1.3516  -0.37
H -1.0497 2.5931 -5.0064  0.41
H 2.8691 0.7971 -5.0398  0.43
H 1.0760 2.0577 -6.2601  0.43
C -2.4240 3.7771 -0.4674  -1.41
C -3.5881 1.1600 -0.5244  -1.29
H 3.3980 -0.6866 -3.2523  0.44
H 3.6651 0.6621 -2.1456  0.41
H -2.3377 1.1483 -2.9323  0.46
H -2.1721 2.8529 -3.0589  0.53
C 3.9942 -1.2332 -0.1176  -1.13
C 2.2717 -2.7502 -1.8128  -1.45
H -2.6727 -4.2719 -1.4610  0.25
H -0.5682 -2.2119 -2.2176  0.18
H -2.4120 -1.1359 -2.8804  0.31
H -3.0033 -0.7735 -4.2216  0.31
H -0.8931 1.8141 0.1292  -0.10
H -2.2607 -3.5917 -1.4159  -0.29
H -3.3642 4.1136 -0.9238  0.42
H -2.4928 3.8855 0.6184  0.43
H -1.6060 4.4044 -0.8292  0.39
H -4.4459 1.8452 -0.5981  0.40
H -3.7377 0.3628 -1.2697  0.42
H -3.5902 0.7138 0.4758  0.39
H 3.2077 -3.0794 -2.2874  0.47
H 1.9937 -3.4771 -1.0310  0.36
H 1.4758 -2.7299 -2.5740  0.33
H 4.5392 -2.1528 -0.3561  0.39
H 4.6294 -0.3590 -0.3019  0.40
H 3.7171 -1.2499 0.9442  0.29
O 1.2470 0.4825 1.8825  -0.83
C 0.3775 -0.1838 2.5310  1.01
O -0.6171 -0.7120 1.8533  -0.66
C 0.3744 -0.4476 4.0147  0.14
C -0.5901 -1.3297 4.5007  -0.40
C -0.7000 -1.5893 5.8512  -0.49
C 0.1429 -0.9199 6.7518  -0.11
C 1.1479 -0.0447 6.2693  -0.52
C 1.2485 0.2045 4.9028  -0.43
N -0.0161 -1.1676 8.1589  0.88
O -0.9220 -1.9596 8.5289  -0.70
O 0.7182 -0.5722 8.9831  -0.70
H -1.2386 -1.8416 3.8057  0.40
H -1.4626 -2.2626 6.2130  0.43
H 1.7896 0.4516 6.9975  0.42
H 2.0263 0.8678 4.5315  0.41

---

(3)
Here is a 2-piece molecular cluster, CH2Cl3OP overall from OMol25. Energies are from ωB97M-V with the def2-TZVPD basis set.

Values from the calculation:
HOMO level in eV: -9.73
M in g/mol: 167.4
Frontier orbital gap in eV: 8.6
Structure (SMILES): ClC(Cl)Cl.O=P
LUMO energy in eV: -1.15

Each line ends with the natural charge from an NBO analysis.
Cartesian coordinates (Å):
Cl 2.2347 0.7448 -2.2605  0.01
C 0.5999 0.2255 -1.8003  -0.28
Cl 0.1930 -1.2475 -2.6701  0.04
Cl 0.5286 -0.1688 -0.0726  -0.01
H 0.0345 1.1351 -1.8626  0.24
O -2.3546 -0.1536 3.3212  -0.94
P -1.0204 -0.7770 3.0959  1.12
H -0.2158 0.2416 2.2491  -0.18

---

(4)
Here is a 2-piece molecular cluster, C2H7NS2 overall from OMol25. Energies are from ωB97M-V with the def2-TZVPD basis set.

Values from the calculation:
HOMO level in eV: -8.96
M in g/mol: 109.2
Frontier orbital gap in eV: 9.4
Structure (SMILES): C=NC.SS
LUMO energy in eV: 0.39

Each line ends with the natural charge from an NBO analysis.
Cartesian coordinates (Å):
C -1.8049 -0.0548 0.1221  -0.06
N -0.8658 0.2016 0.9125  -0.39
C -0.6197 1.5584 1.3134  -0.44
H -1.9587 -1.0467 -0.2770  0.17
H -2.6001 0.6721 -0.1002  0.13
H 0.4242 1.7890 1.1170  0.21
H -1.2439 2.3036 0.8225  0.17
H -0.7795 1.7175 2.3819  0.21
S 1.2646 -1.7556 -2.0941  -0.13
S 2.9189 -2.7803 -1.3886  -0.13
H 1.3499 -0.7118 -1.2558  0.14
H 3.9150 -1.8931 -1.5537  0.13

---

Energy above the lowest of the compared OMol25 structures with the same formula, charge and spin (eV)
0.000; 0.000; 3.507; 1.207
E (Ha)
-4950.35133; -2421.86807; -1836.41896; -931.47921